a:
7
Properties=species:S:1:pos:R:3:mulliken_charge:R:1 method="wB97M-V/def2-TZVPD" multiplicity=1 e_lumo_ev=0.5 gap_ev=11.891 e_homo_ev=-11.406
C -0.866 1.594 0.086 0.375
C -0.227 -1.898 -0.487 0.087
C 1.165 0.211 -0.142 0.649
N -1.809 2.164 0.364 -0.377
N 0.121 0.757 -0.024 -0.217
O -0.557 -2.514 0.401 -0.145
O 2.174 -0.314 -0.198 -0.371



b:
7
Properties=species:S:1:pos:R:3:mulliken_charge:R:1 method="wB97M-V/def2-TZVPD" multiplicity=1 e_lumo_ev="-0.3 / -0.3" gap_ev="10.366 / 10.366" e_homo_ev="-10.702 / -10.703"
C 0.410 0.296 -0.129 0.181
C -1.052 -1.355 0.218 0.123
C 1.666 -0.173 -0.115 0.243
N 2.702 -0.658 -0.205 -0.355
N -0.361 1.125 0.052 0.587
O -2.126 -1.063 -0.099 -0.196
O -1.239 1.828 0.279 -0.582



Which of them is the most stable? Correct choice: a.



a:
7
Properties=species:S:1:pos:R:3:mulliken_charge:R:1 method="wB97M-V/def2-TZVPD" charge=-1 multiplicity=1 e_lumo_ev=3.4 gap_ev=8.809 smiles="O=C=NS(=O)(=O)[O-]" e_homo_ev=-5.403
O -1.807 1.650 -0.696 -0.458
C -0.761 1.001 -0.976 0.680
N -0.011 -0.071 -1.198 -0.389
S 0.535 -0.550 0.417 1.073
O -0.692 -1.044 1.176 -0.614
O 1.053 0.709 1.094 -0.641
O 1.683 -1.694 0.183 -0.650



b:
7
Properties=species:S:1:pos:R:3:mulliken_charge:R:1 method="wB97M-V/def2-TZVPD" charge=-1 multiplicity=1 e_lumo_ev=2.7 gap_ev=7.812 e_homo_ev=-5.142
C 0.547 -1.640 -0.080 0.658
N -0.397 1.614 0.145 0.573
O 0.169 -2.747 -0.407 -0.577
O 1.500 -1.033 0.217 -0.483
O -0.206 2.499 -0.632 -0.508
O -0.420 1.773 1.327 -0.456
S -1.193 -0.466 -0.570 -0.207



c:
7
Properties=species:S:1:pos:R:3:mulliken_charge:R:1 method="wB97M-V/def2-TZVPD" charge=-1 multiplicity=1 e_lumo_ev=3.7 gap_ev=7.632 e_homo_ev=-3.917
C 1.777 0.025 0.105 0.786
N -1.633 0.087 -0.030 0.715
O 2.128 0.720 -0.774 -0.446
O 1.722 -0.681 1.046 -0.441
O -1.225 -0.878 -0.709 -0.567
O -2.826 0.293 0.156 -0.579
S -0.541 1.272 0.434 -0.468



Which of them is the most stable? Correct choice: a.



a:
12
Properties=species:S:1:pos:R:3:mulliken_charge:R:1 method="wB97M-V/def2-TZVPD" multiplicity=1 e_lumo_ev=-0.2 gap_ev=8.788 smiles="O=C1C[C@@H](C(O)=S)S1" e_homo_ev=-9.029
O 0.381 2.444 1.750 -0.500
C 0.309 1.383 1.134 0.429
C 0.104 -0.134 1.172 -0.425
C 0.543 -0.238 -0.259 0.128
C -0.329 -0.984 -1.252 0.053
O -1.428 -0.266 -1.709 -0.464
S -0.084 -2.562 -1.705 -0.249
S 0.356 1.487 -0.726 -0.316
H 0.634 -0.862 1.928 0.310
H -0.994 -0.208 1.475 0.228
H 1.566 -0.778 -0.164 0.432
H -1.058 0.718 -1.644 0.374



b:
12
Properties=species:S:1:pos:R:3:mulliken_charge:R:1 method="wB97M-V/def2-TZVPD" multiplicity=1 e_lumo_ev=-1.8 gap_ev=7.497 smiles="O=CC(=S)[C@@H](S)C=O" e_homo_ev=-9.324
O -2.262 -2.215 -0.465 -0.405
C -2.889 -1.187 -0.572 0.010
C -2.235 0.028 0.047 0.110
S -3.097 1.244 0.749 -0.183
C -0.795 0.125 -0.073 -0.204
S 0.170 -1.162 0.838 -0.168
C -0.164 0.394 -1.463 0.110
O 0.970 0.724 -1.579 -0.418
H -3.826 -1.090 -1.138 0.378
H -0.404 1.016 0.324 0.347
H -0.145 -2.464 0.244 0.186
H -0.948 0.165 -2.337 0.238



Which of them is the most stable? Correct choice: a.



a:
24
Properties=species:S:1:pos:R:3:mulliken_charge:R:1 method="wB97M-V/def2-TZVPD" multiplicity=1 e_lumo_ev=0.8 gap_ev=9.190 smiles=c1ccccc1.c1ccccc1 e_homo_ev=-8.402
C -1.929 1.373 -0.105 -0.400
C -1.094 0.856 0.934 -0.073
C -1.021 -0.427 1.305 -0.575
C -1.691 -1.336 0.549 -0.219
C -2.619 -0.923 -0.419 -0.915
C -2.772 0.400 -0.702 -0.219
H -1.974 2.526 -0.215 0.384
H -0.235 1.515 1.347 0.586
H -0.305 -0.748 2.079 0.313
H -1.577 -2.423 0.861 0.314
H -3.139 -1.668 -0.914 0.468
H -3.411 0.942 -1.451 0.291
C 0.446 -0.315 -0.547 0.115
C 0.822 0.926 -0.357 -0.420
C 2.093 1.246 -0.001 -0.448
C 3.133 0.270 0.194 -0.562
C 2.768 -0.977 -0.163 -0.239
C 1.382 -1.329 -0.479 -0.674
H -0.613 -0.572 -1.033 0.509
H 0.265 1.831 -0.514 0.652
H 2.304 2.311 0.039 0.324
H 4.226 0.660 0.074 0.268
H 3.711 -1.717 0.086 0.187
H 1.232 -2.419 -0.566 0.334



b:
24
Properties=species:S:1:pos:R:3:mulliken_charge:R:1 method="wB97M-V/def2-TZVPD" multiplicity=1 e_lumo_ev=1.0 gap_ev=10.198 smiles=c1ccccc1.c1ccccc1 e_homo_ev=-9.244
C 1.434 -0.066 -1.997 -0.398
C 0.642 -0.724 -1.030 -0.389
C 0.000 0.000 0.000 -0.376
C -0.006 1.424 -0.041 -0.323
C 0.709 2.074 -1.079 0.326
C 1.382 1.342 -2.047 -0.387
H 2.017 -0.683 -2.693 0.336
H 0.658 -1.822 -1.062 0.310
H -0.538 -0.599 0.746 0.326
H -0.421 2.019 0.783 0.342
H 0.709 3.162 -1.222 -0.104
H 1.886 1.808 -2.904 0.299
C 1.424 6.000 -0.760 -0.248
C 0.240 5.945 0.021 -0.342
C 0.140 6.853 1.047 -0.173
C 1.212 7.738 1.409 -0.571
C 2.420 7.558 0.705 -0.134
C 2.555 6.725 -0.365 -0.466
H 1.449 5.284 -1.592 0.311
H -0.556 5.251 -0.279 0.382
H -0.802 6.875 1.610 0.303
H 1.032 8.364 2.292 0.328
H 3.305 8.052 1.127 0.302
H 3.538 6.650 -0.848 0.345



Which of them is the most stable? Correct choice: b.